Arrangement one

A single C6H14 molecule, computed with ωB97M-V with the def2-TZVPD basis set.

```
20
Properties=species:S:1:pos:R:3:mulliken_charge:R:1
C -0.1621 -0.0596 0.1552 0.666
C 0.6533 1.1503 0.6430 -0.606
C -0.6686 0.2523 -1.2654 -0.601
C 0.6220 -1.3687 0.2550 -1.521
C -1.4956 -0.8268 -1.9764 -1.302
C 0.9890 1.1204 2.1308 -1.231
H 1.6371 0.2743 2.3819 0.296
H -0.9390 -1.7551 -2.1508 0.322
H 0.9109 -1.5857 1.2903 0.408
H 1.5780 1.2306 0.0514 0.322
H 0.0820 2.0644 0.4275 0.361
H -2.4099 -1.0808 -1.4262 0.307
H 1.5352 -1.3305 -0.3535 0.292
H -1.8019 -0.4580 -2.9625 0.384
H 0.1957 0.5031 -1.8984 0.307
H -1.0379 -0.1477 0.8084 0.192
H 0.0736 1.0323 2.7283 0.305
H 1.5029 2.0367 2.4405 0.370
H -1.2793 1.1578 -1.1825 0.329
H 0.0147 -2.2093 -0.0969 0.399
```

Its SMILES is CCC(C)CC. For the frontier orbital gap, the calculation gives 12.129 eV.

---

Arrangement two

2 unconnected molecules or ions with the total composition C6H14, computed with ωB97M-V with the def2-TZVPD basis set.

```
20
Properties=species:S:1:pos:R:3:mulliken_charge:R:1
C -0.2344 1.6337 0.2607 -1.304
C -0.0807 -0.8403 -0.5052 0.711
C -0.5701 -0.6647 -1.9480 -1.474
C 1.9429 0.4646 0.0860 -1.041
C 0.6164 0.4218 -0.0267 0.622
C -1.2311 -1.2800 0.4081 -1.580
H 0.6709 -1.6412 -0.5013 0.309
H -2.0520 -0.5528 0.4018 0.334
H 0.7359 0.3388 2.8128 -0.267
H -1.3565 0.0972 -2.0093 0.323
H 0.2545 -0.3543 -2.5986 0.334
H -0.9836 -1.6020 -2.3371 0.416
H 2.5621 -0.4027 -0.1346 0.275
H 0.3644 2.4388 0.6968 0.400
H -1.0474 1.4043 0.9601 0.325
H -0.6997 2.0185 -0.6560 0.306
H 2.4618 1.3679 0.4007 0.290
H 1.1878 0.7976 3.1799 0.266
H -0.8991 -1.4086 1.4450 0.319
H -1.6420 -2.2366 0.0652 0.438
```

Its SMILES is C=C(C)C(C)C.[H][H]. For the frontier orbital gap, the calculation gives 10.405 eV.

---

Which of them is most stable? Easy: arrangement one.

---

Arrangement one

A single C6H14 molecule, computed with ωB97M-V with the def2-TZVPD basis set.

```
20
Properties=species:S:1:pos:R:3:mulliken_charge:R:1
C -0.0562 0.0331 0.2222 0.803
C -2.5311 -0.3186 0.3754 -1.278
C 2.5835 0.0246 -0.3596 -1.312
C 1.2891 -0.7057 0.0248 -0.618
C -0.0849 1.4708 -0.2455 -1.666
C -1.2271 -0.8470 -0.2009 -0.567
H -2.4016 -0.1249 1.4487 0.347
H -1.0397 -1.8619 0.1820 0.345
H -1.2875 -0.9439 -1.2952 0.324
H 2.8835 0.6580 0.4807 0.332
H -0.9194 1.9632 0.2576 0.464
H -0.1629 0.1183 1.3484 0.119
H -2.8188 0.6245 -0.1008 0.284
H 1.3084 -0.8650 1.0882 0.232
H -0.1866 1.5837 -1.3294 0.306
H 2.5647 0.6568 -1.2577 0.314
H 0.8392 1.9686 0.0692 0.391
H 3.3897 -0.7041 -0.5113 0.364
H -3.3466 -1.0344 0.2508 0.371
H 1.2043 -1.6962 -0.4475 0.444
```

Its SMILES is CCC(C)CC. For the frontier orbital gap, the calculation gives 11.306 eV.

---

Arrangement two

A single C6H14 molecule, computed with ωB97M-V with the def2-TZVPD basis set.

```
20
Properties=species:S:1:pos:R:3:mulliken_charge:R:1
C 2.7919 0.3048 -0.2325 -1.216
C -2.1257 0.5230 1.0227 -1.531
C 1.4153 -0.3645 -0.3721 -0.294
C -1.5391 -0.7060 -1.0907 -1.477
C 0.2827 0.4025 0.3129 -0.867
C -1.0679 -0.3269 0.3172 0.847
H 3.4230 0.1158 -1.1071 0.352
H -1.8156 0.7841 2.0416 0.372
H -2.5315 -1.1708 -1.0538 0.424
H -1.6135 0.1838 -1.7309 0.308
H -0.8604 -1.4160 -1.5764 0.349
H 0.5666 0.6310 1.3515 0.316
H 0.1634 1.3755 -0.1885 0.335
H 1.1789 -0.4761 -1.4365 0.250
H -2.2984 1.4577 0.4732 0.330
H -3.0835 -0.0057 1.0852 0.404
H 1.4622 -1.3824 0.0397 0.291
H -0.9382 -1.2589 0.8886 0.185
H 3.3367 -0.0591 0.6452 0.294
H 2.7056 1.3930 -0.1305 0.328
```

Its SMILES is CCCC(C)C. For the frontier orbital gap, the calculation gives 12.181 eV.

---

Which of them is most stable? Easy: arrangement two.

---

Arrangement one

A single C2H3BrSi molecule, computed with ωB97M-V with the def2-TZVPD basis set.

```
7
Properties=species:S:1:pos:R:3:mulliken_charge:R:1
Br 2.1384 1.1932 1.4414 -0.074
Si -0.3332 -1.0166 -0.1294 0.296
C -0.2460 0.7775 -0.2756 -0.077
C 0.6773 0.4026 0.6591 -0.364
H -1.7178 -1.4190 0.2549 -0.070
H 0.0189 -1.7086 -1.2786 -0.093
H -0.5376 1.7709 -0.6718 0.383
```

Its SMILES is BrC1=C[SiH2]1. For the frontier orbital gap, the calculation gives 9.637 eV.

---

Arrangement two

A single C2H3BrSi molecule, computed with ωB97M-V with the def2-TZVPD basis set.

```
7
Properties=species:S:1:pos:R:3:mulliken_charge:R:1
Br -3.2077 -0.0198 -0.0969 -0.167
Si 1.2633 0.3665 -0.0498 0.441
C -0.3592 -0.5000 0.0956 0.028
C -1.3441 0.4474 -0.0162 -0.719
H -0.5416 -1.5314 0.2605 0.439
H 2.4392 -0.4839 -0.7291 -0.034
H 1.7502 1.7211 0.5357 0.011
```

For the frontier orbital gap (spin up / spin down), the calculation gives 6.036 / 6.027 eV.

---

Which of them is most stable? Easy: arrangement one.

---

Arrangement one

A single C7H14N2S2 molecule, computed with ωB97M-V with the def2-TZVPD basis set.

```
25
Properties=species:S:1:pos:R:3:mulliken_charge:R:1
S -2.8964 -0.7742 -1.0554 -0.038
S -4.3639 1.5266 0.3313 -0.235
N -0.2715 -0.3857 0.4522 -0.860
N 0.5734 0.4156 -0.0969 0.699
C -0.4095 -1.7317 -0.1048 -0.326
C 2.3795 -1.2415 -0.7665 -1.394
C -1.9194 -2.0180 -0.1804 -0.928
C -3.5129 0.1533 0.2264 -0.084
C 1.4050 2.5717 1.0228 -1.050
C 1.6257 0.1040 -0.7987 0.133
C 0.2675 1.8236 0.1870 -0.604
H 2.2842 0.8552 -1.1791 0.368
H -2.2991 -2.1329 0.9071 0.362
H -2.1011 -2.8843 -0.8347 0.453
H 3.4233 -0.8802 -0.9917 0.326
H 1.4086 2.3720 2.0436 0.366
H 0.8879 3.5757 1.0696 0.320
H 2.3176 2.5650 0.5465 0.355
H -2.8831 -0.2737 1.0838 0.180
H 2.4180 -1.8217 0.0986 0.348
H 2.1192 -1.8894 -1.5518 0.411
H 0.0778 -1.7177 -1.1175 0.318
H -0.6092 1.8165 0.8208 0.314
H 0.0417 -2.4463 0.5716 0.252
H 0.0366 2.4180 -0.6838 0.314
```

For the frontier orbital gap, the calculation gives 7.836 eV.

---

Arrangement two

A single C7H14N2S2 molecule, computed with ωB97M-V with the def2-TZVPD basis set.

```
25
Properties=species:S:1:pos:R:3:mulliken_charge:R:1
S -3.5192 -0.5254 -0.0366 -0.118
S -2.3194 2.1175 0.5783 -0.268
N -0.4794 -0.5487 0.3162 -0.487
N 0.4549 0.3576 0.0587 0.631
C 0.5275 1.2521 -1.0881 -0.662
C -2.3544 0.5110 0.3369 0.224
C -0.9280 -1.5594 -0.6003 -0.672
C 1.1230 -0.1694 2.2730 -1.165
C 1.1803 0.9189 1.2049 -0.266
C 1.8632 0.9985 -1.8061 -1.154
C -2.3482 -1.9930 -0.3285 -0.609
H -0.8878 -1.3594 -1.7118 0.270
H -0.3186 -2.4866 -0.6628 0.395
H -2.7287 -2.5282 -1.1740 0.458
H -2.4516 -2.6886 0.5992 0.293
H 1.8396 0.8715 -2.8387 0.344
H -0.3362 1.1547 -1.8124 0.413
H 1.9748 -0.1466 3.0394 0.351
H 0.6123 2.3571 -0.7760 0.335
H 2.6232 1.6220 -1.4954 0.370
H 2.0468 -0.0696 -1.4091 0.254
H 0.1311 0.0089 2.8564 0.229
H 1.2102 -1.1391 1.8981 0.344
H 2.3224 1.2144 0.8839 0.248
H 0.7620 1.8297 1.6946 0.246
```

For the frontier orbital gap (spin up / spin down), the calculation gives 7.493 / 7.492 eV.

---

Which of them is most stable? Easy: arrangement one.